No. 1
Density functional theory data (ωB97M-V/def2-TZVPD) for C6H6HfO18 as an isolated structure.

Geometry as XYZ:
```
31
Properties=species:S:1:pos:R:3
Hf -0.063 -0.247 0.041
O 4.381 -0.816 1.742
O 2.505 -1.678 2.506
H -3.889 3.040 -0.354
C 0.798 2.656 -1.343
O 2.236 -0.620 0.729
O -1.757 -2.192 0.019
O -0.578 -0.688 2.284
O -1.245 -4.431 -0.010
O 0.399 -0.722 -4.249
O 0.056 0.288 4.294
O -3.187 2.844 0.271
O 1.665 3.609 -1.696
H -0.401 -4.866 -0.153
C -0.234 0.240 2.998
C 3.051 -1.080 1.621
C -3.105 1.644 -0.169
O -0.050 1.168 2.169
O -2.200 0.916 0.165
C 0.243 -0.636 -2.927
O -0.301 2.608 -1.916
H 4.282 -1.357 2.528
O 1.033 1.787 -0.393
O -4.081 1.196 -0.776
C -0.947 -3.159 -0.034
H -0.407 -0.782 -4.766
H 0.207 1.229 4.402
H 1.020 3.906 -2.343
O 0.238 -2.693 -0.197
O 1.129 -0.508 -2.140
O -0.798 -0.655 -2.302
```

Calculated values
Spin multiplicity: 2
Total charge: -1
HOMO-LUMO gap (alpha / beta) in eV: 8.03 / 3.32
Strongest force on any atom in Eh/bohr: 0.160

Atomic partial charges in e from the Mulliken method, atoms 1 to 4: 3.305, -0.498, -0.685, 0.298

***

No. 2
Density functional theory data (ωB97M-V/def2-TZVPD) for C49H50Co2N3O7 as an isolated structure.

Geometry as XYZ:
```
111
Properties=species:S:1:pos:R:3
O 3.916 -3.036 -4.462
C -4.019 -1.654 -1.619
C -4.121 5.143 1.036
H -3.308 -5.402 0.883
C 1.445 3.287 -1.461
C -1.955 -0.540 1.286
C 1.786 -5.772 1.138
H -4.437 -1.836 3.279
H 2.989 4.124 -2.695
H -2.478 -0.304 -1.118
C -3.180 -5.409 1.975
H 3.183 -2.323 -1.569
H -3.785 5.179 -0.006
C -3.217 0.336 -2.992
C 6.073 -2.503 -1.113
H -6.150 -0.027 -1.526
O 5.335 -6.584 -2.214
C 0.485 4.303 2.122
H -0.354 5.693 3.544
O 8.519 -3.602 -4.004
Co 6.406 -3.617 0.243
C -3.089 -0.576 2.152
H 0.165 1.731 -2.090
C 6.232 -5.281 0.970
Co 6.006 -3.779 -2.589
C -2.992 -2.997 2.162
H -1.347 -3.902 1.040
H 3.758 -4.905 1.209
C 2.552 -3.988 -0.354
C 2.910 5.061 -0.737
H 1.073 -3.342 -1.810
C 0.991 2.292 -2.536
H 3.741 5.728 -0.942
H 0.670 3.401 4.080
H 1.223 3.598 -4.267
C 7.522 -3.684 -3.424
H 2.597 5.826 1.266
C 0.444 3.008 -3.769
N -2.270 1.712 0.323
H -3.279 -2.351 -2.035
C -4.290 0.721 -0.731
H -5.351 3.813 3.198
H -2.741 1.322 -2.921
C 0.281 -4.890 -0.561
H 1.959 -6.447 1.993
H -0.516 3.893 1.932
C -0.129 1.103 0.553
H -0.269 -6.455 0.854
H 2.958 1.801 -3.322
H -3.556 0.359 2.466
H -3.730 4.378 3.698
H -3.833 -6.157 2.427
H 1.099 -0.469 1.196
H 0.042 2.281 -4.483
H 6.348 -1.445 -1.214
H -2.130 -5.612 2.233
H -2.772 3.621 1.589
H 1.267 6.153 2.973
H -0.150 6.374 1.924
H 1.726 0.536 -3.569
C 4.776 -3.304 -3.728
H 1.988 1.108 0.590
H -4.162 0.458 -3.534
C 1.100 0.520 0.764
C 2.500 4.160 -1.717
C 1.277 -4.026 -0.985
H -7.533 1.619 -0.275
C 3.552 -3.028 -0.806
C 0.308 5.717 2.671
C 4.880 -3.008 -0.502
H -6.467 3.358 1.163
C 1.189 4.279 0.764
H -0.710 -4.876 -1.040
H -4.252 -1.996 -0.604
C 2.267 5.120 0.499
C -3.853 3.765 1.628
O 6.170 -6.314 1.475
O 6.454 -1.873 2.583
H -4.041 2.646 3.476
C -1.439 0.682 0.741
C -5.861 2.614 0.633
N -1.551 2.824 0.016
C -4.473 2.662 0.763
C -4.273 3.646 3.088
H 1.259 2.375 2.750
C 2.792 -4.903 0.701
O 9.244 -3.900 -0.436
H -3.571 5.905 1.597
H -0.366 3.690 -3.488
C -3.695 1.688 0.118
C -5.679 0.708 -0.861
H -5.191 5.379 1.059
H -0.413 -1.707 0.323
C -1.830 -2.970 1.352
C 0.802 3.351 -0.216
C -1.310 -1.751 0.944
H -4.931 -1.720 -2.225
C 8.121 -3.781 -0.177
C 0.525 -5.771 0.514
H 2.434 0.789 -1.961
C 6.480 -2.587 1.668
C 2.094 1.297 -2.872
H -2.557 -0.322 -3.569
C -3.455 -0.235 -1.599
C -6.454 1.640 -0.169
N -0.266 2.419 0.064
O -3.621 -4.145 2.541
C 1.199 3.404 3.121
H 2.225 3.759 3.285
C -3.582 -1.779 2.605
C 5.645 -5.478 -2.346
```

Calculated values
Energy relative to the best compared isomer or geometry (same formula, charge and spin) in kcal/mol: 0.00
Total charge: -1
HOMO-LUMO gap in eV: 5.48
Strongest force on any atom in Eh/bohr: 0.088

Atomic partial charges in e from the Mulliken method, atoms 1 to 4: -0.446, -1.776, -1.678, 0.303

***

No. 3
Density functional theory data (ωB97M-V/def2-TZVPD) for C39H39ErN5O8SSi2 as an isolated structure.

Geometry as XYZ:
```
95
Properties=species:S:1:pos:R:3
H -0.159 5.501 0.362
H 3.595 -2.115 4.123
H 0.188 1.328 3.676
H 0.666 3.650 -2.746
O 3.584 -2.358 -4.925
O -2.181 -0.157 -3.462
H 3.506 -5.446 -3.119
H -3.348 3.661 -1.737
C -0.356 2.902 1.597
C 4.467 -3.966 -1.896
N 1.025 -3.153 1.942
C 2.883 -1.300 4.045
H 3.852 -1.776 1.325
H -1.818 5.773 -0.206
C 4.380 -3.201 -0.738
H 3.044 -0.959 -2.544
C 3.308 -3.350 0.130
O 2.076 -3.962 -5.621
H 0.692 4.626 4.342
H -4.907 4.519 1.700
O 1.698 -0.316 -0.506
C 2.788 -0.326 5.026
H -2.411 2.516 -2.730
H 2.910 2.433 1.409
C 2.304 -4.268 -0.173
Er -0.358 0.396 0.504
O -0.942 0.546 -1.709
C -1.443 2.695 0.685
O 0.022 -1.683 -0.105
C -0.842 5.356 -0.489
H 5.155 -2.479 -0.498
H 1.553 -5.665 -1.602
N 1.112 -0.273 2.793
H 1.471 3.570 -1.162
H 3.460 -0.332 5.878
C 1.652 -3.412 -4.438
C 1.233 -2.056 -2.107
O -2.774 -1.888 3.275
C -3.944 -2.916 -0.699
O -1.560 -0.224 2.351
H -4.020 4.861 0.194
C 0.735 4.001 3.457
H 1.653 1.399 5.654
H -4.570 -3.760 -0.968
N 3.233 -2.566 1.304
C 1.797 0.628 4.906
H -4.483 0.721 0.552
H -0.175 -4.474 -4.070
C 0.977 -1.299 -0.845
C -2.370 3.478 -2.201
C 0.330 -3.024 -2.526
H 2.908 3.873 3.424
H -5.317 2.203 0.060
H -1.386 3.963 3.179
H -2.771 1.411 3.330
H -3.646 -2.223 -2.741
C -1.881 -0.131 -2.277
C -0.417 3.640 2.814
H 5.319 -3.844 -2.554
Si -0.990 3.523 -0.939
C -3.444 -2.076 -1.689
C -2.640 -1.024 -1.304
C -3.916 4.489 1.224
C 3.267 -3.259 -5.984
H 4.080 -3.968 -6.119
Si -3.211 2.732 1.258
N -2.396 -0.768 -0.024
C -3.502 2.164 3.025
C 0.985 0.608 3.783
H -3.932 -3.334 1.438
H -3.254 5.183 1.761
H 0.827 2.097 -1.909
H -2.191 4.270 -2.941
H -4.494 1.705 3.101
C 1.979 3.591 2.950
C 2.371 -4.993 -1.352
H -3.460 2.998 3.735
C 0.526 -3.725 -3.719
C -2.362 -1.232 2.330
S 0.947 -4.498 0.937
N 0.866 2.428 1.172
H -0.535 -3.217 -1.905
C -2.835 -1.588 0.924
C 2.034 -2.397 1.995
C 2.367 -1.742 -2.867
C 3.457 -4.858 -2.211
C 2.004 -1.256 2.970
H 3.097 -2.703 -6.905
C -4.334 1.723 0.144
H -0.454 5.942 -1.337
C 1.978 2.796 1.832
C -3.613 -2.688 0.631
H -3.918 1.615 -0.862
C 2.548 -2.452 -4.020
C 0.651 3.164 -1.763
```

Calculated values
Spin multiplicity: 4
Total charge: -1
HOMO-LUMO gap (alpha / beta) in eV: 6.96 / 6.96
Strongest force on any atom in Eh/bohr: 0.024

Atomic partial charges in e from the Mulliken method, atoms 1 to 4: 0.249, 0.528, 0.389, 0.481

***

No. 4
Density functional theory data (ωB97M-V/def2-TZVPD) for a 5-piece molecular cluster, C17H33ClFNO7S overall.

Geometry as XYZ:
```
61
Properties=species:S:1:pos:R:3
C -4.144 0.252 -1.950
H 4.002 4.096 -5.488
O 3.356 -3.281 4.502
C 4.160 3.037 -3.644
H 4.056 3.881 -1.676
C 4.604 3.098 -2.202
H 1.181 -3.961 2.432
O -0.117 -1.829 1.266
S -4.776 -0.539 0.903
H -0.717 -1.494 -0.569
H 2.257 -6.052 3.734
H 1.482 0.294 -1.291
H 2.948 -0.870 -4.616
O -5.974 -0.791 0.212
H 2.988 0.333 -2.225
C -4.703 -0.892 -2.816
C 1.272 -3.405 3.366
H 0.469 3.337 3.256
H 3.181 -5.676 5.199
H 5.675 3.297 -2.150
Cl -3.329 1.408 -3.112
C 2.303 -5.409 4.614
F -4.581 1.047 0.889
C 1.387 -0.731 -3.159
H -1.970 3.821 4.273
H 5.425 4.526 -4.522
C 2.405 -3.962 4.191
H -3.049 2.423 4.429
C 1.903 0.388 -2.292
H 1.413 -5.556 5.228
H -5.583 -1.360 -2.372
O -4.752 -0.952 2.246
H -5.030 -0.427 -3.753
C 4.363 4.277 -4.477
O 0.622 -1.566 -2.725
H 1.472 -2.364 3.133
H -1.682 2.600 5.544
H -2.322 -0.497 1.761
C -2.017 2.758 4.518
H 4.401 2.144 -1.719
H 3.805 5.111 -4.048
H 1.606 1.349 -2.712
O 3.662 2.037 -4.112
H -3.904 -1.587 -3.085
H -2.599 -2.217 1.715
C 0.321 2.295 3.544
H -2.298 -0.724 -1.649
H -4.924 0.840 -1.473
C 1.863 -0.769 -4.587
C -0.983 -1.582 0.512
N -3.449 -1.142 0.052
C -1.152 1.972 3.567
H 0.819 1.655 2.817
C -3.021 -0.204 -1.011
H 0.338 -3.466 3.927
O -1.621 1.116 2.851
H 1.565 0.145 -5.103
H 1.415 -1.622 -5.094
H 0.757 2.116 4.528
H -2.472 0.661 -0.607
C -2.381 -1.356 1.079
```

Calculated values
Total charge: 0
HOMO-LUMO gap in eV: 9.69
Strongest force on any atom in Eh/bohr: 0.052
SMILES: C[C@H](Cl)CN(CC=O)S(=O)(=O)F.CC(C)=O.CC(C)=O.CC(C)=O.CC(C)=O

Atomic partial charges in e from the Mulliken method, atoms 1 to 4: 0.454, 0.299, -0.562, 0.843

***

No. 5
Density functional theory data (ωB97M-V/def2-TZVPD) for C6H10O in the gas phase.

Geometry as XYZ:
```
17
Properties=species:S:1:pos:R:3
H -1.075 2.983 -0.494
H -0.828 -2.724 -0.562
H 1.866 0.598 -0.447
C -0.418 2.170 -0.808
O -0.005 -1.182 2.189
C -0.042 1.278 0.380
C 0.866 0.237 -0.211
H 1.202 -1.511 -1.305
H 0.475 2.614 -1.264
H -0.923 1.566 -1.571
C -0.600 -1.792 -0.027
H 0.871 -2.794 1.328
H -1.515 -1.234 0.182
H -0.947 0.852 0.823
H 0.444 1.901 1.142
C 0.520 -0.977 -0.650
C 0.110 -1.985 1.294
```

Calculated values
Energy relative to the best compared isomer or geometry (same formula, charge and spin) in kcal/mol: 24.78
Total charge: 0
HOMO-LUMO gap in eV: 10.03
Strongest force on any atom in Eh/bohr: 0.016
SMILES: CC/C=C\CC=O

Atomic partial charges in e from the Mulliken method, atoms 1 to 4: 0.346, 0.328, 0.358, -1.181

***

No. 6
Density functional theory data (ωB97M-V/def2-TZVPD) for a 3-piece molecular cluster, C2H10N2O2 overall.

Geometry as XYZ:
```
16
Properties=species:S:1:pos:R:3
H -1.286 -0.855 -1.353
H -0.803 0.597 2.389
H 0.077 0.097 1.251
H 0.011 3.758 0.379
N -0.178 -2.601 0.357
H 0.175 -2.691 1.301
H 1.478 -1.408 -0.197
C -0.223 -0.725 -1.190
C 0.410 -1.522 -0.328
H 0.023 1.214 -1.720
H -1.185 -2.536 0.389
N 0.396 0.299 -1.943
H -0.077 2.255 0.671
H 1.394 0.330 -1.794
O -0.178 2.917 -0.048
O -0.034 0.872 1.835
```

Calculated values
Spin multiplicity: 2
Energy relative to the best compared isomer or geometry (same formula, charge and spin) in kcal/mol: 1.89
Total charge: -1
HOMO-LUMO gap (alpha / beta) in eV: 3.13 / 8.10
Strongest force on any atom in Eh/bohr: 0.010

Atomic partial charges in e from the Mulliken method, atoms 1 to 4: 0.373, 0.546, 0.045, 0.457

***

No. 7
Density functional theory data (ωB97M-V/def2-TZVPD) for C5H8O2 in the gas phase.

Geometry as XYZ:
```
15
Properties=species:S:1:pos:R:3
H 0.742 -0.385 1.939
C 0.623 0.011 -0.371
C -0.755 -0.524 -0.677
O -2.174 0.791 0.904
H 2.062 -0.319 -2.197
H -1.576 -1.059 1.352
C 1.929 -0.119 -1.123
H -1.271 0.014 -1.467
C 0.265 0.188 1.136
H -0.756 -1.601 -0.899
H 0.345 1.254 1.401
C -1.196 -0.210 0.777
H -1.864 1.570 0.421
O 1.323 1.122 -0.875
H 2.304 -0.733 -0.323
```

Calculated values
Energy relative to the best compared isomer or geometry (same formula, charge and spin) in kcal/mol: 84.96
Total charge: 0
HOMO-LUMO gap in eV: 10.42
Strongest force on any atom in Eh/bohr: 0.054
SMILES: O[C@H]1C[C@]2(CO2)C1

Atomic partial charges in e from the Mulliken method, atoms 1 to 4: 0.294, 0.849, -0.808, -0.561

***

No. 8
Density functional theory data (ωB97M-V/def2-TZVPD) for C5H4BF7O4 in the gas phase.

Geometry as XYZ:
```
21
Properties=species:S:1:pos:R:3
O 1.606 1.530 -0.961
F -0.722 -0.199 -1.634
C 3.162 0.053 0.756
H 2.544 -0.594 1.475
H 3.503 0.999 1.319
B 2.434 0.374 -0.656
O 0.587 2.942 0.516
C -2.612 -0.152 0.078
H 4.117 -0.558 0.509
H 1.803 -0.949 -2.008
F -2.375 -1.762 2.028
F -3.705 -2.334 0.271
F -1.609 1.806 -0.981
F -1.440 -2.416 0.032
C -1.259 0.484 -0.502
O -0.251 0.709 0.513
O 2.677 -0.578 -1.741
C -2.480 -1.661 0.622
F -3.616 -0.104 -0.918
C 0.638 1.767 0.065
F -3.002 0.644 1.217
```

Calculated values
Total charge: 0
HOMO-LUMO gap in eV: 11.71
Strongest force on any atom in Eh/bohr: 0.124
SMILES: CB(O)OC(=O)OC(F)(F)C(F)(F)C(F)(F)F

Atomic partial charges in e from the Mulliken method, atoms 1 to 4: -0.371, -0.244, -0.873, 0.306

***

Calculated E_tot, -1634.7983, -5353.5719, -4377.9073, -2207.1914, -309.8029, -342.1394, -345.6696, -1217.8221 hartree (same order as the records).